Here is a molecular structure, C21H46AlBeBrCl3F3N3O16P2 in a non-equilibrium geometry from the Open Molecules 2025 dataset. Energies are from ωB97M-V/def2-TZVPD.

gap between HOMO and LUMO = 1.5 eV
DFT total energy = -201068.594 eV
charge = +1
HOMO = -9.96 eV
2S+1 = 1

Structure (XYZ):
```
97
C21H46AlBeBrCl3F3N3O16P2 | the Open Molecules 2025 dataset | ωB97M-V/def2-TZVPD
C 2.7937 3.8184 3.8121
C 2.4932 4.2493 2.3872
O 2.2008 3.1832 1.5259
P 0.7472 2.5335 1.5949
O 0.5340 1.7400 2.8200
C 0.7539 1.4305 0.1688
C 1.0064 -0.0185 0.6407
P -0.4989 -0.9709 0.8357
C -1.3160 -0.7802 2.4278
C -2.2974 0.3704 2.4948
O -3.3568 0.1051 1.5577
C -4.4301 0.9409 1.7702
O -4.3206 2.1197 1.6394
C -5.6978 0.2662 2.1706
C -5.5361 -0.6706 3.3690
N -0.0653 -2.5888 0.6669
C -1.1798 -3.3860 0.0785
C 0.4389 -3.1712 1.9097
C 1.9012 -3.0044 2.1300
O -0.2812 -3.7687 2.6463
O -0.3551 3.6513 1.4968
C -0.7822 4.0956 0.1728
C -2.0372 3.3900 -0.3142
H 2.8539 2.7335 3.8138
H 3.7045 4.2506 4.2122
H 1.9212 4.0678 4.4183
H 1.7551 5.0431 2.2919
H 3.5475 4.7904 2.0429
H 1.5930 1.7062 -0.4689
H -0.1465 1.5046 -0.4328
H 1.5409 -0.5241 -0.1634
H 1.6254 -0.0780 1.5292
H -1.3843 -0.6414 -0.1778
H -1.8601 -1.7089 2.6164
H -0.5576 -0.6218 3.1939
H -2.7061 0.3883 3.5064
H -1.8643 1.3509 2.3189
H -6.1346 -0.2391 1.3078
H -6.3922 1.0582 2.4383
H -4.7690 -1.4226 3.2208
H -5.3411 -0.0721 4.2578
H -6.4845 -1.1677 3.5573
H -1.7739 -2.7562 -0.5797
H -0.7464 -4.1752 -0.5344
H -1.7891 -3.8439 0.8477
H 2.1548 -3.1571 3.1725
H 2.4000 -3.7300 1.4879
H 2.2579 -2.0276 1.8232
H 0.0226 4.0570 -0.5613
H -1.0282 5.1477 0.2868
H -2.0123 3.4066 -1.4051
H -2.0789 2.3472 -0.0114
H -2.9340 3.9140 -0.0082
N -3.5099 -4.5540 2.2459
O -3.8503 -3.3817 2.3491
O -3.8185 -5.1712 1.1120
O -2.9041 -5.1760 3.0717
C -1.9938 2.0149 -5.4697
C -1.5150 0.7347 -6.1386
O -0.3498 0.1485 -5.5623
C -0.4742 -0.6525 -4.4107
O -1.3820 -1.5756 -4.4362
C -0.6157 0.1906 -3.1007
F 0.1251 1.3087 -3.1158
F -0.1460 -0.5601 -2.0539
F -1.8545 0.5418 -2.7653
H -1.1503 2.6530 -5.2046
H -2.6472 2.5592 -6.1513
H -2.5704 1.8178 -4.5679
H -1.2107 0.9821 -7.1553
H -2.3174 -0.0004 -6.2276
H 0.5888 -1.0204 -4.3207
Al -3.6513 -4.7689 -0.6998
N -2.8362 -6.5447 6.0096
O -3.8150 -7.1275 5.6516
O -1.5847 -7.0618 5.5892
O -2.7685 -5.5395 6.6500
O 4.5489 -1.5599 1.4938
H 4.7425 -1.6604 2.4321
H 5.4164 -1.5747 1.0756
C 3.0993 -0.9062 -2.7905
Cl 3.0576 -0.3682 -4.4579
Cl 4.2008 -2.3277 -2.5544
H 3.4624 -0.0977 -2.1646
H 2.1019 -1.2050 -2.4891
Br -1.3322 -8.6815 6.3740
C 6.2752 2.0778 -4.6973
C 5.6670 3.4673 -4.7408
O 4.4477 3.4851 -5.4780
H 6.4619 1.7118 -5.7067
H 7.2154 2.0753 -4.1438
H 5.5868 1.3764 -4.2188
H 6.3383 4.1671 -5.2341
H 5.4790 3.8330 -3.7243
H 3.8330 2.8806 -5.0519
Cl 4.3927 4.7612 0.5049
Be 5.1685 -4.4068 -1.7300
```